DFT (ωB97M-V/def2-TZVPD) results for a structure of composition CH3NO.

Computed properties:
* E_LUMO: 0.069 eV
* Kohn-Sham gap: 8.923 eV
* HOMO energy: -8.8549 eV
* energy relative to the best compared isomer or geometry (same formula, charge and spin): 3.8354 eV

```
! wB97M-V def2-TZVPD RIJCOSX def2/J DEFGRID3
* xyz 0 1
H 0.255 -0.881 1.295
O -0.624 0.246 -1.789
H -0.115 0.886 1.005
H 1.171 0.174 -0.097
C 0.259 0.000 0.464
N -0.946 -0.425 -0.879
*
```

---

DFT (ωB97M-V/def2-TZVPD) results for a structure of composition C4H7N4.

Computed properties:
* E_LUMO (alpha / beta): -5.454 / -5.630 eV
* Kohn-Sham gap (alpha / beta): 7.772 / 7.346 eV
* HOMO energy (alpha / beta): -13.2258 / -12.9766 eV
* energy relative to the best compared isomer or geometry (same formula, charge and spin): 5.5464 eV

```
! wB97M-V def2-TZVPD RIJCOSX def2/J DEFGRID3
* xyz 1 1
C 1.129 0.052 0.042
H 2.666 -1.494 0.283
H 2.549 1.402 0.307
N -1.626 1.618 0.177
H -2.646 -2.181 -0.613
H -0.824 0.879 -1.614
N 1.617 -1.134 0.333
H -3.562 1.084 1.220
C -2.651 0.868 0.698
C -2.351 -0.304 -0.102
N 1.615 1.255 0.016
H 1.221 1.945 -0.541
H 0.960 -1.933 0.404
N -2.876 -1.447 0.020
C -1.292 0.597 -0.678
*
```

---

DFT (ωB97M-V/def2-TZVPD) results for a cluster of 2 separate species, C5H13NO2 in total.

Computed properties:
* E_LUMO: 0.551 eV
* Kohn-Sham gap: 9.626 eV
* HOMO energy: -9.0743 eV
* SMILES: CCN(C=O)CC.O
* energy relative to the best compared isomer or geometry (same formula, charge and spin): 1.0924 eV

```
! wB97M-V def2-TZVPD RIJCOSX def2/J DEFGRID3
* xyz 0 1
C -1.565 0.582 -0.936
O 5.071 0.652 0.468
N -1.070 -0.261 0.113
H 0.594 0.090 2.412
H 0.844 -0.325 -0.659
C 0.340 -0.430 0.321
C -2.309 -0.266 -1.998
C 0.893 0.491 1.429
H -1.857 -1.272 -2.008
H -1.345 -1.345 1.807
H -3.373 -0.362 -1.726
O -3.138 -0.694 0.958
H 4.936 0.049 -0.298
H 1.993 0.459 1.356
H 6.048 0.739 0.545
H -2.242 0.160 -3.013
H -2.225 1.340 -0.471
C -1.921 -0.774 1.039
H -0.681 1.110 -1.343
H 0.441 -1.486 0.640
H 0.567 1.543 1.365
*
```

---

DFT (ωB97M-V/def2-TZVPD) results for a structure of composition C15H42N6O21S3.

Computed properties:
* E_LUMO: -1.251 eV
* Kohn-Sham gap: 6.541 eV
* HOMO energy: -7.7922 eV

```
! wB97M-V def2-TZVPD RIJCOSX def2/J DEFGRID3
* xyz 0 1
C -13.917 22.987 -7.576
H -10.027 28.243 -2.991
H -10.965 25.368 -5.756
C -10.887 23.772 -2.844
H -9.688 28.369 -1.255
H -17.828 24.384 -8.098
O -8.449 24.322 -3.702
C -11.677 27.687 -8.611
C -9.802 27.333 -5.548
O -10.252 22.143 -7.663
O -12.083 24.454 -3.777
H -12.293 24.767 -6.805
H -13.701 22.799 -6.524
H -14.684 24.628 -3.812
C -12.045 25.296 -5.885
H -13.081 22.992 -8.276
O -10.502 23.810 -5.990
O -9.621 25.834 -1.986
N -10.890 28.237 -4.959
H -15.812 26.851 -6.732
H -11.734 24.274 -2.377
H -11.073 23.185 -3.743
S -9.696 25.002 -3.446
N -9.566 24.111 -6.676
O -16.062 24.711 -7.181
C -17.268 22.703 -6.678
H -11.323 28.614 -1.980
O -15.820 28.457 -4.289
H -13.081 27.115 -2.825
H -17.624 27.282 -6.452
H -10.631 27.616 -8.908
H -10.465 23.116 -2.082
C -16.720 26.764 -6.134
O -12.238 22.629 -8.335
H -14.586 22.236 -7.996
H -16.843 25.684 -6.045
H -9.605 26.915 -4.560
O -14.418 23.528 -1.394
O -13.580 25.434 -6.983
H -9.030 25.584 -5.309
H -17.969 22.002 -7.129
C -13.985 26.093 -4.566
H -8.842 25.988 -7.034
O -17.733 26.818 -3.668
C -14.141 23.698 -3.645
H -11.018 26.704 -0.567
H -13.873 26.183 -5.646
N -11.823 26.966 -7.370
H -13.089 23.858 -3.411
H -12.054 26.913 -4.339
C -8.692 25.217 -6.278
H -11.915 28.751 -8.581
O -15.965 22.575 -2.679
H -12.237 27.153 -9.379
O -14.596 24.911 -9.331
H -7.704 24.760 -6.344
O -9.270 23.526 -7.746
H -13.329 28.137 -4.172
C -10.409 28.021 -1.995
H -12.654 26.197 -5.804
C -16.985 23.784 -7.756
N -12.557 24.369 -4.867
O -10.373 25.750 -4.512
H -11.395 20.754 -5.789
H -13.551 25.137 -4.275
O -11.996 28.163 -5.392
C -10.802 26.629 -1.633
C -12.048 21.447 -6.319
O -10.546 29.047 -4.092
O -10.798 26.351 -7.026
S -14.479 24.691 -7.840
H -10.337 26.534 -6.061
H -11.796 26.408 -2.021
H -12.475 22.157 -5.612
C -13.037 27.119 -3.914
H -8.988 27.890 -6.011
H -17.729 23.177 -5.811
O -12.907 26.963 -6.808
N -14.862 23.147 -2.486
H -16.350 22.155 -6.466
O -13.281 23.489 -5.136
H -14.295 23.045 -4.504
N -11.496 22.147 -7.478
O -15.368 25.997 -4.158
S -16.494 27.170 -4.370
H -12.826 20.827 -6.766
H -16.629 23.372 -8.700
*
```

---

DFT (ωB97M-V/def2-TZVPD) results for a cluster of 2 separate species, C2H3F3IN in total.

Computed properties:
* E_LUMO (alpha / beta): -0.539 / -0.409 eV
* Kohn-Sham gap (alpha / beta): 9.278 / 7.708 eV
* HOMO energy (alpha / beta): -9.8165 / -8.1162 eV
* energy relative to the best compared isomer or geometry (same formula, charge and spin): 4.4294 eV

```
! wB97M-V def2-TZVPD RIJCOSX def2/J DEFGRID3
* xyz 0 1
F 0.743 -1.812 0.446
H 1.289 0.178 -1.506
C -0.197 0.348 -0.074
H 1.047 1.697 -0.820
N 0.743 0.792 -1.000
F -0.970 -1.837 -0.722
F -1.147 -1.316 1.280
I -1.915 1.566 -0.028
C -0.410 -1.134 0.190
H 0.817 1.518 2.233
*
```

---

DFT (ωB97M-V/def2-TZVPD) results for a structure of composition C26H35BBa2F4N3O10.

Computed properties:
* E_LUMO (alpha / beta): -12.667 / -14.240 eV
* Kohn-Sham gap (alpha / beta): 5.301 / 3.726 eV
* HOMO energy (alpha / beta): -17.9677 / -17.9660 eV

```
! wB97M-V def2-TZVPD RIJCOSX def2/J DEFGRID3
* xyz 4 2
C -6.864 -13.252 -8.978
H -10.393 -13.038 -12.918
C -10.949 -5.631 -10.312
N -7.581 -9.429 -7.243
C -7.294 -10.855 -7.728
O -11.300 -6.497 -11.347
C -10.657 -9.577 -13.995
H -8.803 -10.123 -13.129
H -12.465 -5.416 -6.938
H -9.409 -11.415 -7.912
H -13.143 -12.225 -7.352
H -8.212 -11.537 -14.904
H -6.166 -15.545 -12.683
H -8.657 -12.208 -11.493
F -10.397 -11.158 -9.823
H -15.780 -13.294 -5.597
H -9.989 -5.289 -10.699
O -13.217 -8.645 -13.766
B -11.547 -10.497 -9.952
H -13.500 -6.700 -7.256
H -6.462 -13.289 -11.462
C -8.493 -13.134 -12.023
H -4.857 -12.761 -8.984
C -8.385 -11.686 -8.121
H -9.009 -13.390 -9.243
C -8.099 -15.396 -13.485
Ba -13.598 -8.174 -10.415
C -9.356 -14.738 -13.642
H -13.698 -13.167 -6.014
H -9.952 -12.287 -16.671
H -5.024 -10.648 -7.768
C -11.399 -10.889 -15.939
H -10.191 -5.704 -8.295
C -10.183 -11.519 -15.947
C -12.842 -14.176 -7.847
O -15.044 -13.174 -7.546
O -12.916 -13.929 -9.289
C -7.082 -14.974 -12.654
H -12.126 -11.134 -16.699
O -6.639 -8.802 -6.737
H -11.840 -14.263 -7.427
C -11.656 -9.848 -14.983
O -13.738 -9.083 -15.772
F -11.771 -9.675 -8.818
H -12.677 -14.315 -11.196
H -11.687 -4.834 -10.220
C -12.223 -14.689 -10.279
C -5.932 -11.203 -7.953
H -12.448 -15.746 -10.138
H -15.828 -14.842 -6.486
O -8.700 -9.039 -7.475
F -12.585 -11.414 -10.073
C -10.692 -6.382 -8.985
Ba -15.136 -12.311 -10.030
H -7.862 -16.258 -14.092
O -10.171 -16.145 -15.240
H -10.242 -6.098 -13.219
H -10.800 -8.848 -13.211
H -11.147 -14.524 -10.340
H -10.007 -7.216 -9.135
C -15.936 -13.760 -6.570
C -9.496 -13.631 -12.814
H -13.235 -15.129 -7.494
H -12.047 -7.045 -6.356
F -11.526 -9.782 -11.132
C -7.268 -13.799 -11.969
C -9.207 -11.124 -14.978
O -12.018 -6.772 -8.545
C -11.195 -5.975 -12.703
C -13.695 -13.131 -7.103
N -10.479 -15.196 -14.487
C -12.435 -6.474 -7.200
H -6.733 -14.214 -9.450
C -5.826 -12.405 -8.669
N -12.961 -9.130 -14.852
C -8.180 -12.806 -8.873
C -9.462 -10.266 -13.973
H -16.915 -13.663 -7.038
H -11.901 -6.606 -13.243
O -11.639 -14.869 -14.199
H -11.675 -4.998 -12.745
*
```

---

DFT (ωB97M-V/def2-TZVPD) results for an isolated molecule of C5H8O.

Computed properties:
* E_LUMO: 1.059 eV
* Kohn-Sham gap: 9.831 eV
* HOMO energy: -8.7717 eV
* SMILES: C=C1CCCO1
* energy relative to the best compared isomer or geometry (same formula, charge and spin): 0.9250 eV

```
! wB97M-V def2-TZVPD RIJCOSX def2/J DEFGRID3
* xyz 0 1
H 1.612 1.687 0.217
H -0.680 1.225 -1.395
H 0.882 0.423 -1.660
H -0.037 1.906 0.812
H -1.803 -2.338 -0.370
O 0.345 -1.182 0.549
H 1.831 -0.251 1.610
C 0.082 0.594 -0.928
C -1.535 -1.406 -0.858
C -0.461 -0.732 -0.461
H -2.150 -1.033 -1.670
C 0.800 -0.053 1.294
C 0.656 1.181 0.374
H 0.167 0.043 2.187
*
```

---

DFT (ωB97M-V/def2-TZVPD) results for the ion CH3N2O2 with charge +1.

Computed properties:
* E_LUMO: -7.278 eV
* Kohn-Sham gap: 10.285 eV
* HOMO energy: -17.5629 eV
* SMILES: [NH2+]=C[N+](=O)[O-]
* energy relative to the best compared isomer or geometry (same formula, charge and spin): 2.6667 eV

```
! wB97M-V def2-TZVPD RIJCOSX def2/J DEFGRID3
* xyz 1 1
N -1.286 0.022 0.016
O -2.146 -0.760 0.111
C 0.212 -0.595 -0.055
N 1.042 0.376 0.068
H 0.693 1.269 -0.148
H 2.049 0.157 0.005
H 0.645 -1.686 0.086
O -1.209 1.218 -0.083
*
```

---

DFT (ωB97M-V/def2-TZVPD) results for a cluster of 2 separate species, C3H7NO in total.

Computed properties:
* E_LUMO: 0.678 eV
* Kohn-Sham gap: 11.108 eV
* HOMO energy: -10.4306 eV
* SMILES: CN=C=O.C
* energy relative to the best compared isomer or geometry (same formula, charge and spin): 1.1764 eV

```
! wB97M-V def2-TZVPD RIJCOSX def2/J DEFGRID3
* xyz 0 1
H 2.456 0.081 1.464
H -1.151 -0.660 0.034
H -1.318 -1.692 -1.415
N 0.680 0.235 0.407
C 1.597 0.751 1.389
H -2.722 -1.295 -0.373
H -1.998 -0.048 -1.429
C -1.797 -0.922 -0.803
O 0.563 0.567 -1.946
H 1.100 0.802 2.358
C 0.661 0.429 -0.787
H 1.930 1.751 1.101
*
```

---

DFT (ωB97M-V/def2-TZVPD) results for a structure of composition C16H30N6ORhS.

Computed properties:
* E_LUMO (alpha / beta): -2.663 / -4.803 eV
* Kohn-Sham gap (alpha / beta): 5.366 / 4.787 eV
* HOMO energy (alpha / beta): -8.0294 / -9.5898 eV
* energy relative to the best compared isomer or geometry (same formula, charge and spin): 1.2985 eV

```
! wB97M-V def2-TZVPD RIJCOSX def2/J DEFGRID3
* xyz 1 5
H -1.505 -1.123 -3.378
C -0.928 -1.099 -2.449
C -2.417 1.640 0.425
H -0.144 -3.533 -0.389
H 3.081 0.402 -2.735
H 3.128 1.622 1.927
H 3.178 0.048 2.677
H -2.268 -1.799 0.562
C 0.490 -0.601 -2.869
N 2.737 -0.029 0.643
C -1.587 0.568 0.541
N -0.643 -2.652 -0.426
C -0.738 2.695 -0.919
C -2.035 2.799 -0.328
Rh 0.951 -1.221 0.104
H 2.530 1.658 -0.566
C 2.622 0.654 1.958
H -0.366 3.517 -1.514
H -0.749 0.108 2.901
N -0.351 0.477 -0.033
H 0.748 -0.997 -3.854
H -0.664 -3.261 -2.417
H 1.135 -2.048 2.526
S -2.340 5.287 -1.399
H -2.162 -3.522 0.805
H 1.891 -1.893 -2.187
N 0.360 -1.526 2.136
O 1.985 -2.592 0.222
C 0.270 -0.257 2.928
N -4.064 3.989 0.091
H 0.492 -0.496 3.971
H 0.677 1.534 1.714
C 2.876 -0.174 -1.831
H -2.216 -2.690 -1.858
H -1.428 -0.343 -1.835
H 3.425 -0.766 0.751
N 1.593 -0.962 -1.925
C 0.020 1.582 -0.764
C 1.192 0.908 2.448
H -1.454 -2.456 2.896
C -0.761 -2.531 2.055
H 3.650 -0.941 -1.769
H -3.365 1.568 0.942
H -0.257 -3.494 2.153
H -1.915 -0.248 1.165
C -1.562 -2.609 0.725
C -2.842 3.970 -0.503
H -4.420 3.229 0.638
C -1.144 -2.482 -1.818
H 0.435 0.477 -2.969
C 3.080 0.722 -0.577
H 0.962 1.538 -1.286
H 1.313 1.551 3.325
H -4.633 4.807 -0.030
H 4.141 0.996 -0.600
*
```

---

DFT (ωB97M-V/def2-TZVPD) results for a structure of composition C21H16N4O7PdS4.

Computed properties:
* E_LUMO: 4.172 eV
* Kohn-Sham gap: 7.547 eV
* HOMO energy: -3.3752 eV
* energy relative to the best compared isomer or geometry (same formula, charge and spin): 1.0826 eV

```
! wB97M-V def2-TZVPD RIJCOSX def2/J DEFGRID3
* xyz -2 1
N -4.054 -4.015 1.676
C -3.524 -3.211 -0.580
H 4.153 3.986 -0.763
O 1.908 4.801 -1.945
S 0.474 -1.415 2.412
O -0.246 -0.037 -1.471
C -0.079 2.687 -2.463
H 5.667 2.291 0.215
H 6.030 0.287 1.455
H -1.421 1.325 -3.429
N 1.817 2.682 5.306
C 0.689 0.090 3.220
C -2.706 -2.464 -1.437
C -2.871 -2.493 -2.809
H 2.277 -0.059 1.364
C -4.526 -4.005 -1.155
H -5.485 -4.654 -2.945
H -1.936 -1.841 -1.007
C 2.730 -0.533 4.400
S -4.730 -5.323 1.105
H -2.227 2.450 -2.311
H -0.590 3.118 -0.449
O -5.377 -4.752 -0.415
H 4.709 -0.226 2.517
C -3.374 -3.130 0.925
C 4.988 -0.032 1.481
H 0.784 2.015 -2.512
C 3.753 3.101 -0.287
H -2.219 -1.906 -3.444
H 0.783 1.612 0.431
N -0.071 3.494 -1.237
Pd -1.010 -0.409 1.029
C -1.340 1.838 -2.470
H -0.040 3.373 -3.309
C 1.692 0.399 4.122
H -4.024 -3.305 -4.431
C 1.850 1.780 0.375
S 1.309 4.216 -0.773
O -2.705 -2.228 1.439
C 1.756 1.666 4.764
C 2.380 2.920 -0.211
O -3.741 -6.322 0.684
S -0.546 1.148 2.651
C 4.084 1.003 0.870
C 4.594 2.145 0.259
C -4.701 -4.027 -2.539
C -1.187 0.782 -1.378
O -2.011 0.825 -0.403
O 0.990 5.042 0.355
C 2.703 0.827 0.908
C -3.881 -3.274 -3.356
H 4.907 -0.980 0.945
N 3.595 -1.263 4.621
*
```

---

DFT (ωB97M-V/def2-TZVPD) results for the ion C8H18NOS with charge +1.

Computed properties:
* E_LUMO: -3.261 eV
* Kohn-Sham gap: 8.742 eV
* HOMO energy: -12.0030 eV
* SMILES: C[C@@H]1[NH2+]CCO[C@@H]1CCCS
* energy relative to the best compared isomer or geometry (same formula, charge and spin): 0.1151 eV

```
! wB97M-V def2-TZVPD RIJCOSX def2/J DEFGRID3
* xyz 1 1
H -1.076 1.719 0.528
H 1.745 0.979 1.407
H 0.249 2.816 0.165
C -0.064 1.988 0.806
H 2.650 -0.567 -1.867
N 1.549 0.749 -0.640
C 0.902 0.813 0.732
H -0.623 -2.294 0.389
H -0.050 -0.535 2.058
C 2.180 -1.647 -0.049
H 2.014 1.641 -0.809
C -0.658 -1.236 0.120
H -2.785 -0.572 -1.824
H -0.341 -1.201 -0.932
C -2.536 0.100 -0.998
C 2.565 -0.363 -0.800
H 3.102 -2.175 0.191
H 1.581 -2.292 -0.698
H -2.236 -0.146 1.139
H -3.684 1.589 0.427
C 0.378 -0.585 1.054
H 0.818 0.668 -1.350
S -4.029 1.092 -0.768
H 3.509 0.047 -0.444
C -2.104 -0.719 0.215
H -0.084 2.376 1.824
O 1.530 -1.414 1.178
H -2.775 -1.573 0.309
H -1.727 0.743 -1.364
*
```

---

| no. | largest force on an atom (Eh/bohr) |
| --- | --- |
| 1 | 0.069 |
| 2 | 0.077 |
| 3 | 0.024 |
| 4 | 0.381 |
| 5 | 0.067 |
| 6 | 0.070 |
| 7 | 0.006 |
| 8 | 0.079 |
| 9 | 0.015 |
| 10 | 0.018 |
| 11 | 0.014 |
| 12 | 0.005 |